# 1
Entry from the OMol25 dataset: C37H57Br2FeN4O5PS2 as an isolated structure (ωB97M-V/def2-TZVPD).

Computed properties:
orbital gap (alpha / beta) = 0.2204 / 0.2180 hartree
E_tot = -260924.5497 eV
⟨S²⟩ = 6.015
2S+1 = 5
net charge = 0

CARTESIAN COORDINATES (ANGSTROEM)
Fe (-0.52, 0.46, -0.10)
C (2.38, -2.30, -2.29)
C (3.54, -1.52, -2.43)
C (3.52, -0.23, -1.98)
C (2.36, 0.31, -1.36)
N (1.24, -0.48, -1.23)
C (1.29, -1.73, -1.68)
C (2.32, 1.61, -0.80)
C (3.37, 2.55, -0.93)
C (3.30, 3.76, -0.30)
C (2.17, 4.06, 0.49)
C (1.18, 3.11, 0.56)
N (1.22, 1.94, -0.05)
H (2.34, -3.32, -2.63)
H (4.43, -1.94, -2.88)
H (4.41, 0.38, -2.06)
H (0.39, -2.31, -1.54)
H (4.22, 2.32, -1.55)
H (4.09, 4.49, -0.41)
H (2.09, 5.00, 1.01)
H (0.29, 3.28, 1.16)
Br (-2.21, -1.72, -1.15)
C (-3.86, -0.75, -1.26)
Br (-4.53, -0.39, 0.49)
H (-4.57, -1.35, -1.81)
H (-3.67, 0.21, -1.74)
C (-2.30, -1.20, 3.85)
C (-1.10, -2.06, 3.47)
C (-1.52, -2.91, 2.26)
C (-0.71, -2.96, 4.63)
P (0.26, -0.85, 2.84)
N (-0.18, -0.30, 1.45)
C (0.47, 0.62, 4.08)
C (1.73, 1.37, 3.68)
C (0.56, 0.21, 5.54)
C (-0.70, 1.58, 3.86)
C (1.94, -1.76, 2.63)
C (2.85, -0.87, 1.78)
C (2.65, -2.17, 3.92)
C (1.63, -3.01, 1.79)
H (-3.19, -1.82, 3.96)
H (-2.50, -0.47, 3.07)
H (-2.16, -0.69, 4.80)
H (-2.59, -3.12, 2.30)
H (-1.00, -3.86, 2.21)
H (-1.33, -2.35, 1.35)
H (-1.59, -3.53, 4.95)
H (-0.34, -2.40, 5.48)
H (0.06, -3.68, 4.33)
H (2.63, 0.83, 3.94)
H (1.77, 2.33, 4.20)
H (1.73, 1.57, 2.61)
H (1.35, -0.52, 5.70)
H (-0.37, -0.20, 5.91)
H (0.79, 1.09, 6.14)
H (-0.92, 1.65, 2.80)
H (-0.44, 2.57, 4.23)
H (-1.60, 1.27, 4.38)
H (3.50, -0.24, 2.38)
H (2.24, -0.25, 1.13)
H (3.49, -1.48, 1.14)
H (2.99, -1.30, 4.48)
H (3.53, -2.76, 3.66)
H (2.02, -2.78, 4.56)
H (1.06, -2.71, 0.91)
H (1.08, -3.75, 2.35)
H (2.56, -3.47, 1.46)
C (2.80, -4.39, -5.69)
C (1.53, -3.62, -5.47)
C (0.57, -4.04, -4.56)
C (-0.59, -3.31, -4.37)
C (-0.79, -2.16, -5.10)
C (0.15, -1.72, -6.02)
C (1.31, -2.45, -6.19)
S (-2.19, -1.08, -4.95)
O (-3.05, -1.44, -3.85)
O (-2.84, -0.92, -6.22)
N (-1.37, 0.34, -4.63)
C (-2.20, 1.53, -4.69)
C (-1.67, 2.58, -3.72)
C (-1.89, 2.00, -2.32)
O (-3.00, 2.16, -1.78)
O (-0.96, 1.28, -1.86)
H (2.83, -5.28, -5.06)
H (3.65, -3.76, -5.46)
H (2.87, -4.70, -6.73)
H (0.72, -4.95, -4.00)
H (-1.34, -3.62, -3.66)
H (-0.05, -0.82, -6.57)
H (2.06, -2.11, -6.89)
H (-0.90, 0.26, -3.73)
H (-3.24, 1.27, -4.44)
H (-2.18, 1.89, -5.73)
H (-2.24, 3.50, -3.82)
H (-0.61, 2.75, -3.90)
O (-1.98, 1.88, 0.82)
S (-3.13, 2.79, 0.53)
C (-2.37, 4.35, -0.12)
C (-2.43, 5.41, 0.96)
C (-2.35, 4.68, 2.29)
C (-3.39, 3.57, 2.19)
H (-2.92, 4.61, -1.02)
H (-1.35, 4.07, -0.39)
H (-3.36, 5.96, 0.90)
H (-1.61, 6.12, 0.84)
H (-2.55, 5.35, 3.13)
H (-1.36, 4.25, 2.43)
H (-4.40, 3.96, 2.21)
H (-3.28, 2.79, 2.94)


# 2
Entry from the OMol25 dataset: a single C4H6N2O molecule (ωB97M-V/def2-TZVPD).

Computed properties:
orbital gap = 0.3487 hartree
E_tot = -9271.3193 eV
2S+1 = 1
net charge = 0

CARTESIAN COORDINATES (ANGSTROEM)
N (1.16, 0.04, 0.22)
O (0.85, 1.14, -1.78)
C (0.17, -0.14, 0.89)
C (-1.03, -0.56, 0.25)
C (-0.68, -0.48, -1.12)
N (0.30, -0.11, 2.23)
C (0.74, -0.09, -1.16)
H (0.03, 1.65, -1.69)
H (-1.98, -0.73, 0.67)
H (-1.47, -0.45, -1.93)
H (1.16, 0.45, 2.37)
H (-0.57, 0.08, 2.80)
H (1.30, -0.80, -1.74)


# 3
Entry from the OMol25 dataset: CH4Cl4N3P3 as an isolated structure (ωB97M-V/def2-TZVPD).

Computed properties:
orbital gap = 0.3247 hartree
E_tot = -83529.5107 eV
2S+1 = 1
net charge = 0

CARTESIAN COORDINATES (ANGSTROEM)
C (2.25, 0.08, 1.35)
N (1.22, -0.39, 0.51)
N (-0.76, 0.97, -0.87)
N (-0.39, -1.56, -0.91)
P (0.45, -1.75, 0.54)
P (0.06, -0.16, -1.86)
P (-2.13, 0.44, -0.09)
Cl (-1.71, -2.60, -1.33)
Cl (-1.62, 0.71, 1.81)
Cl (-1.31, -0.25, -3.29)
Cl (-3.40, 2.08, -0.05)
H (1.98, -0.09, 2.38)
H (3.15, -0.44, 1.21)
H (2.39, 1.14, 1.14)
H (-0.20, 1.82, -0.54)


# 4
Entry from the OMol25 dataset: a 4-piece molecular cluster, C2H11NO4 overall (ωB97M-V/def2-TZVPD).

Computed properties:
orbital gap = 0.3891 hartree
E_tot = -11933.3179 eV
2S+1 = 1
net charge = 0

CARTESIAN COORDINATES (ANGSTROEM)
C (-1.29, -1.56, 1.06)
C (-1.03, -0.09, 0.82)
N (-1.25, 0.37, -0.44)
O (-0.66, 0.64, 1.74)
H (-0.99, -2.19, 0.20)
H (-2.35, -1.80, 1.20)
H (-0.75, -1.90, 1.94)
H (-1.29, -0.34, -1.16)
H (-0.86, 1.29, -0.60)
H (1.32, -1.53, -2.34)
H (1.31, -1.42, -3.85)
O (0.79, -1.76, -3.11)
H (0.16, 2.49, 0.90)
H (0.59, 3.58, -0.14)
O (0.00, 2.83, 0.00)
H (1.34, 0.34, 1.08)
H (2.76, 0.24, 1.62)
O (2.19, 0.80, 1.08)


# 5
Entry from the OMol25 dataset: C37H46F23N4O14PS as an isolated structure (ωB97M-V/def2-TZVPD).

Computed properties:
orbital gap = 0.2914 hartree
E_tot = -156368.6013 eV
2S+1 = 1
net charge = 0

CARTESIAN COORDINATES (ANGSTROEM)
N (3.15, -0.46, 2.74)
C (4.12, 0.41, 2.10)
C (4.22, 0.18, 0.57)
C (2.91, -0.22, -0.07)
C (2.36, -1.46, 0.01)
C (3.04, -2.66, 0.69)
F (3.14, -3.63, -0.27)
F (4.29, -2.45, 1.10)
C (2.26, -3.29, 1.93)
F (1.93, -4.56, 1.67)
F (3.08, -3.35, 2.99)
F (1.22, -2.56, 2.31)
C (1.05, -1.68, -0.63)
C (0.32, -3.02, -0.58)
C (-0.93, -3.07, 0.40)
O (-0.71, -4.10, 1.38)
C (-2.26, -3.46, -0.31)
N (-3.42, -2.83, 0.37)
C (0.44, -0.70, -1.32)
P (-1.14, -0.91, -2.20)
O (-1.11, -1.99, -3.21)
C (1.02, 0.60, -1.44)
N (0.55, 1.64, -2.11)
S (1.65, 2.81, -1.87)
N (2.71, 2.05, -0.96)
C (2.27, 0.81, -0.78)
H (3.26, -0.50, 3.74)
H (2.20, -0.24, 2.47)
H (3.82, 1.44, 2.28)
H (5.10, 0.27, 2.57)
H (4.53, 1.15, 0.16)
H (4.98, -0.55, 0.28)
H (-0.09, -3.29, -1.56)
H (0.95, -3.85, -0.28)
H (-1.03, -2.14, 0.97)
H (-0.66, -4.91, 0.86)
H (-2.26, -3.25, -1.38)
H (-2.42, -4.54, -0.20)
H (-3.21, -2.93, 1.36)
H (-3.40, -1.83, 0.23)
H (-2.20, -1.03, -1.27)
H (-1.38, 0.30, -2.88)
C (-2.13, 1.43, 6.56)
C (-1.20, 0.61, 5.69)
O (-0.37, 1.47, 4.88)
C (0.72, 1.95, 5.45)
O (1.07, 1.74, 6.58)
C (1.51, 2.79, 4.44)
F (0.72, 3.60, 3.73)
F (2.15, 1.99, 3.57)
F (2.42, 3.55, 5.04)
H (-2.71, 2.12, 5.96)
H (-2.80, 0.78, 7.11)
H (-1.56, 2.03, 7.28)
H (-1.78, 0.01, 5.00)
H (-0.59, -0.06, 6.28)
C (-7.50, -2.14, 7.97)
C (-8.13, -0.77, 7.82)
O (-7.12, 0.24, 7.65)
C (-6.66, 0.40, 6.41)
O (-7.01, -0.22, 5.45)
C (-5.64, 1.54, 6.37)
F (-4.78, 1.47, 7.41)
F (-6.25, 2.73, 6.44)
F (-4.93, 1.52, 5.25)
H (-6.76, -2.14, 8.77)
H (-8.26, -2.89, 8.18)
H (-6.97, -2.43, 7.05)
H (-8.66, -0.51, 8.73)
H (-8.84, -0.74, 7.00)
C (-0.21, 4.92, 0.91)
C (-1.28, 4.38, -0.02)
O (-2.58, 4.88, 0.35)
C (-2.89, 6.09, -0.11)
O (-2.19, 6.78, -0.79)
C (-4.31, 6.46, 0.32)
F (-4.54, 6.15, 1.60)
F (-5.21, 5.80, -0.42)
F (-4.54, 7.76, 0.17)
H (-0.46, 4.69, 1.95)
H (0.76, 4.47, 0.68)
H (-0.12, 6.00, 0.83)
H (-1.34, 3.30, 0.07)
H (-1.06, 4.62, -1.06)
C (-2.10, 7.15, -6.18)
C (-1.49, 5.89, -6.76)
O (-1.01, 5.02, -5.72)
C (-1.92, 4.24, -5.16)
O (-3.08, 4.19, -5.44)
C (-1.26, 3.34, -4.10)
F (-0.40, 4.04, -3.33)
F (-0.58, 2.35, -4.69)
F (-2.16, 2.79, -3.29)
H (-1.39, 7.65, -5.52)
H (-2.38, 7.84, -6.97)
H (-2.98, 6.92, -5.59)
H (-0.62, 6.14, -7.36)
H (-2.19, 5.37, -7.41)
C (4.10, -6.81, -3.80)
C (3.19, -5.82, -4.48)
O (1.91, -6.41, -4.79)
C (1.03, -6.43, -3.81)
O (1.20, -6.01, -2.70)
C (-0.29, -7.04, -4.30)
F (-0.09, -8.14, -5.04)
F (-0.96, -6.16, -5.06)
F (-1.08, -7.38, -3.28)
H (4.20, -7.72, -4.40)
H (5.08, -6.38, -3.64)
H (3.69, -7.11, -2.83)
H (3.62, -5.52, -5.44)
H (3.05, -4.92, -3.89)
C (4.44, 0.17, -3.15)
C (5.91, 0.29, -3.47)
O (6.49, -1.00, -3.71)
C (6.34, -1.50, -4.93)
O (5.77, -0.96, -5.83)
C (7.04, -2.86, -5.03)
F (6.80, -3.62, -3.96)
F (8.37, -2.69, -5.12)
F (6.64, -3.53, -6.11)
H (4.29, -0.51, -2.31)
H (4.02, 1.14, -2.89)
H (3.89, -0.23, -4.00)
H (6.45, 0.71, -2.62)
H (6.09, 0.95, -4.32)


# 6
Entry from the OMol25 dataset: a single C16H15NO3S molecule (ωB97M-V/def2-TZVPD).

Computed properties:
orbital gap = 0.3235 hartree
E_tot = -35304.2829 eV
2S+1 = 1
net charge = 0

CARTESIAN COORDINATES (ANGSTROEM)
C (-6.86, -0.54, 0.42)
H (-7.28, -0.66, -0.58)
H (-7.17, 0.43, 0.82)
H (-7.19, -1.34, 1.07)
O (-5.44, -0.62, 0.38)
C (-4.83, 0.33, -0.35)
O (-5.43, 1.20, -0.93)
C (-3.36, 0.18, -0.34)
C (-2.71, -0.84, 0.34)
C (-1.34, -0.95, 0.32)
C (-0.58, -0.02, -0.39)
C (-1.22, 1.01, -1.08)
C (-2.60, 1.11, -1.06)
H (-3.11, 1.90, -1.58)
H (-0.64, 1.73, -1.63)
N (0.81, -0.06, -0.45)
C (1.68, -0.90, 0.19)
O (1.35, -1.82, 0.90)
C (3.11, -0.61, -0.12)
C (3.92, -1.70, -0.43)
C (5.24, -1.53, -0.80)
C (5.78, -0.25, -0.85)
C (5.00, 0.84, -0.50)
C (3.68, 0.67, -0.12)
S (2.78, 2.14, 0.36)
C (2.04, 1.62, 1.95)
H (2.11, 2.48, 2.61)
H (1.01, 1.33, 1.81)
H (2.62, 0.79, 2.35)
H (5.42, 1.83, -0.50)
H (6.81, -0.11, -1.14)
H (5.84, -2.39, -1.04)
H (3.47, -2.68, -0.39)
H (1.23, 0.68, -1.00)
H (-0.84, -1.74, 0.86)
H (-3.30, -1.56, 0.90)


# 7
Entry from the OMol25 dataset: C14H33F6N4O7S2Ti as an isolated structure (ωB97M-V/def2-TZVPD).

Computed properties:
orbital gap (alpha / beta) = 0.1606 / 0.3572 hartree
E_tot = -96433.2134 eV
⟨S²⟩ = 3.752
2S+1 = 4
net charge = 0

CARTESIAN COORDINATES (ANGSTROEM)
Ti (15.21, -19.68, 12.58)
C (14.45, -21.91, 16.39)
F (13.69, -22.32, 15.38)
F (13.71, -21.11, 17.15)
F (14.87, -22.92, 17.12)
S (15.92, -20.93, 15.72)
O (16.79, -20.71, 16.84)
O (16.46, -21.77, 14.67)
N (15.21, -19.56, 14.99)
S (15.45, -18.30, 15.93)
O (14.86, -18.35, 17.24)
O (16.81, -17.77, 15.83)
C (14.39, -17.02, 15.05)
F (14.38, -17.19, 13.69)
F (13.11, -17.18, 15.45)
F (14.80, -15.81, 15.34)
C (10.78, -19.74, 14.82)
C (11.62, -20.35, 13.69)
C (10.79, -20.66, 12.44)
O (9.86, -21.72, 12.60)
C (10.41, -22.99, 12.90)
N (12.77, -19.52, 13.32)
H (11.44, -19.46, 15.64)
H (9.94, -20.39, 15.06)
H (10.30, -18.83, 14.46)
H (12.00, -21.28, 14.08)
H (11.42, -20.86, 11.56)
H (10.21, -19.79, 12.11)
H (11.34, -22.94, 13.47)
H (10.63, -23.50, 11.96)
H (9.69, -23.56, 13.48)
H (12.48, -18.56, 13.13)
H (13.36, -19.46, 14.15)
C (18.15, -16.92, 10.55)
C (16.88, -17.58, 11.12)
C (15.85, -17.98, 10.08)
O (14.68, -18.41, 10.81)
C (13.59, -18.73, 9.97)
N (17.24, -18.71, 12.00)
H (18.72, -16.42, 11.33)
H (17.93, -16.16, 9.80)
H (18.79, -17.68, 10.09)
H (16.45, -16.74, 11.68)
H (16.20, -18.71, 9.34)
H (15.48, -17.09, 9.56)
H (13.04, -17.82, 9.70)
H (12.90, -19.44, 10.43)
H (13.96, -19.18, 9.04)
H (17.98, -18.39, 12.62)
H (17.70, -19.40, 11.40)
C (14.27, -23.19, 11.95)
C (15.46, -22.75, 11.14)
C (15.05, -22.20, 9.76)
O (14.67, -23.24, 8.91)
C (13.90, -22.80, 7.82)
N (16.20, -21.71, 11.86)
H (14.58, -23.42, 12.97)
H (13.72, -24.00, 11.47)
H (13.55, -22.36, 11.97)
H (16.15, -23.58, 10.95)
H (15.92, -21.66, 9.33)
H (14.26, -21.47, 9.97)
H (13.53, -23.70, 7.34)
H (14.49, -22.17, 7.14)
H (13.03, -22.17, 8.07)
H (17.07, -21.41, 11.43)
H (16.61, -22.13, 12.70)


# 8
Entry from the OMol25 dataset: a single C8H10N2 molecule (ωB97M-V/def2-TZVPD).

Computed properties:
orbital gap = 0.3387 hartree
E_tot = -11435.2755 eV
2S+1 = 1
net charge = 0

CARTESIAN COORDINATES (ANGSTROEM)
C (-1.40, -2.47, -0.61)
C (-1.13, -2.20, -1.89)
C (0.26, -1.15, -0.54)
C (-1.64, 1.41, 1.08)
C (2.15, 0.41, -0.70)
C (-0.33, 1.57, 1.07)
C (1.14, -0.19, -0.09)
C (0.57, 0.49, 1.52)
N (-0.47, -1.92, 0.20)
N (-0.10, -1.28, -1.82)
H (-2.14, -3.09, -0.25)
H (-1.67, -2.55, -2.84)
H (-2.32, 2.17, 0.96)
H (-1.97, 0.32, 1.16)
H (2.75, 1.17, -0.18)
H (2.61, 0.11, -1.69)
H (0.12, 2.52, 0.96)
H (1.50, 0.99, 2.02)
H (0.11, -0.44, 2.04)
H (0.53, -0.77, -2.55)


# 9
Entry from the OMol25 dataset: a single C3H4N2O molecule (ωB97M-V/def2-TZVPD).

Computed properties:
orbital gap = 0.3386 hartree
E_tot = -8203.4422 eV
2S+1 = 1
net charge = 0

CARTESIAN COORDINATES (ANGSTROEM)
O (2.22, -0.41, -0.02)
C (0.89, -0.13, -0.01)
C (-0.13, -1.03, 0.12)
N (-1.27, -0.24, 0.07)
C (-0.87, 1.04, -0.08)
N (0.44, 1.14, -0.13)
H (2.66, 0.44, -0.17)
H (-0.16, -2.10, 0.24)
H (-2.22, -0.57, 0.13)
H (-1.57, 1.86, -0.15)


# 10
Entry from the OMol25 dataset: C21H17CoF3N6S2 as an isolated structure (ωB97M-V/def2-TZVPD).

Computed properties:
orbital gap (alpha / beta) = 0.1899 / 0.1963 hartree
E_tot = -98445.8094 eV
⟨S²⟩ = 0.762
2S+1 = 2
net charge = -2

CARTESIAN COORDINATES (ANGSTROEM)
Co (-0.30, 0.15, -1.03)
S (1.29, -3.40, 0.83)
C (2.56, -2.22, 0.89)
C (3.38, -2.31, 2.08)
N (4.03, -2.43, 3.02)
C (2.87, -1.23, -0.01)
S (2.07, -0.76, -1.50)
C (4.02, -0.41, 0.30)
N (4.92, 0.28, 0.51)
N (-1.71, -1.43, 1.25)
C (-1.70, -2.16, 0.07)
C (-2.46, -3.33, 0.02)
C (-2.34, -4.14, -1.09)
C (-1.44, -3.79, -2.09)
C (-0.77, -2.59, -1.97)
N (-0.94, -1.76, -0.95)
C (-0.71, -0.62, 1.76)
C (-0.61, -0.46, 3.15)
C (0.41, 0.30, 3.65)
C (1.32, 0.90, 2.78)
C (1.13, 0.72, 1.42)
N (0.12, -0.01, 0.93)
H (-2.28, -1.85, 1.97)
H (-3.10, -3.60, 0.85)
H (-2.91, -5.06, -1.15)
H (-1.26, -4.43, -2.95)
H (-0.04, -2.26, -2.70)
H (-1.31, -0.97, 3.80)
H (0.52, 0.43, 4.72)
H (2.15, 1.49, 3.13)
H (1.78, 1.16, 0.68)
F (-1.01, 1.61, -3.42)
C (-1.03, 0.37, -2.85)
F (-0.54, -0.44, -3.86)
F (-2.40, 0.05, -2.84)
C (1.88, 2.71, -2.04)
C (0.71, 3.03, -1.17)
C (0.35, 4.27, -0.65)
C (-0.86, 4.08, 0.06)
C (-1.17, 2.74, -0.06)
C (-2.36, 2.00, 0.47)
N (-0.21, 2.10, -0.80)
H (2.31, 3.63, -2.42)
H (1.58, 2.08, -2.88)
H (2.66, 2.15, -1.52)
H (0.90, 5.19, -0.80)
H (-1.45, 4.82, 0.58)
H (-3.27, 2.59, 0.35)
H (-2.27, 1.74, 1.54)
H (-2.52, 1.07, -0.07)